(1)
DFT (ωB97M-V with the def2-TZVPD basis set) results for a cluster of 13 separate species, C60H144BN8O28 in total at a distorted geometry.

The geometry in XYZ format:
```
241
Properties=species:S:1:pos:R:3:forces:R:3:lowdin_charge:R:1
O 19.5958 22.0970 20.8211 -0.33 2.14 1.61 0.12
C 19.6350 23.1012 21.5293 0.79 -2.53 -1.99 -0.36
O 18.6702 23.6584 22.2197 0.18 -0.13 -0.08 0.24
B 19.2440 24.7818 22.9361 -0.15 0.24 1.22 -0.92
O 20.6400 24.9508 22.5051 0.46 -0.61 -0.62 0.23
C 20.9414 23.9129 21.7321 0.46 -0.86 -0.20 -0.36
O 22.0143 23.5518 21.2886 -0.95 1.10 0.54 0.12
O 19.2117 24.5446 24.4459 -0.11 0.47 0.02 0.17
C 18.5976 25.5741 25.0233 -0.62 0.22 0.33 -0.38
O 18.3720 25.7647 26.1943 0.49 -0.57 -0.71 0.12
C 18.1089 26.5174 23.8977 -0.36 0.98 0.38 -0.37
O 18.4695 25.9816 22.7575 -0.09 0.37 -0.81 0.25
O 17.5073 27.5544 24.0355 0.46 -0.81 -0.02 0.14
C 22.3280 21.2009 25.3818 -1.35 1.35 -0.84 -0.06
C 22.0647 21.8726 24.0309 -1.03 -0.56 -0.70 -0.28
O 22.8996 21.2539 23.0099 -0.57 -0.17 1.60 -0.07
H 22.4143 20.1575 25.2286 0.09 -1.14 0.02 0.05
H 21.4605 21.4299 26.0322 0.55 -0.20 -0.13 0.09
H 23.2193 21.6142 25.7787 0.91 0.18 0.66 0.05
H 22.2623 22.9478 24.0976 0.06 -0.08 -0.04 0.09
H 20.9395 21.7445 23.8071 1.54 0.12 -0.08 0.11
H 22.9307 21.7971 22.2302 -0.21 0.55 -0.42 0.03
C 22.7241 19.2583 18.2455 -0.89 -0.02 1.21 -0.08
C 22.3265 20.2880 19.3261 -0.94 -0.80 -0.57 -0.33
O 23.2270 21.3719 19.2745 0.50 -0.48 -1.00 -0.07
H 22.5278 19.6770 17.2679 0.34 0.07 -0.34 0.05
H 22.0749 18.3613 18.3537 0.41 0.50 -0.02 0.08
H 23.7513 18.9653 18.4114 0.33 -0.07 -0.35 0.06
H 22.3672 19.8292 20.3157 -0.11 -0.08 0.07 0.10
H 21.2514 20.5359 19.1096 0.90 0.34 0.42 0.11
H 22.9272 22.1193 19.7689 -0.66 0.64 0.67 0.03
C 16.4536 21.4360 27.2463 -1.46 0.45 -0.70 -0.09
C 17.6378 22.3211 27.0374 0.15 0.09 0.26 -0.31
O 18.2110 22.0699 25.7453 -0.31 0.27 0.56 -0.08
H 15.7543 21.6773 26.4240 -0.01 -0.24 0.43 0.07
H 15.9454 21.6424 28.1915 0.10 0.17 -0.01 0.08
H 16.6172 20.3785 27.2132 0.54 -0.64 -0.12 0.06
H 18.3617 22.0985 27.8326 0.22 0.38 -0.16 0.11
H 17.2617 23.3644 27.1344 0.62 -0.46 -0.12 0.12
H 18.5609 22.9121 25.4321 0.23 -0.08 -0.15 0.04
C 17.6135 29.4855 18.9677 -1.50 0.86 -1.02 -0.07
C 17.3623 28.0976 19.4720 0.00 -1.66 0.40 -0.32
O 17.4987 27.1430 18.4183 -0.24 0.25 -1.30 -0.10
H 16.7738 29.8847 18.2848 0.99 -0.70 1.22 0.11
H 18.4958 29.5591 18.3423 0.42 -0.21 0.17 0.06
H 17.7120 30.1465 19.8298 -0.05 0.19 -0.15 0.05
H 16.3773 27.9455 19.9634 0.37 0.50 -0.26 0.12
H 18.1125 27.7679 20.1868 0.16 0.63 0.60 0.10
H 17.6596 26.2478 18.7246 -0.10 0.23 0.45 0.05
C 10.6699 30.4676 31.0185 0.19 1.60 -0.47 -0.08
O 11.2400 31.7974 30.8643 -1.25 -0.50 0.50 -0.21
C 12.0206 31.8848 29.6894 -0.52 -0.39 0.01 -0.22
C 13.3586 31.1887 29.9156 -0.11 -0.17 0.01 -0.22
N 13.8111 30.4036 28.7969 0.16 -0.27 -0.41 -0.05
C 13.2792 29.0259 28.8599 -0.67 2.08 -0.64 -0.19
C 13.6201 28.2636 27.6114 0.11 0.23 -0.62 -0.23
O 15.0216 28.1324 27.6057 0.29 -1.48 -0.99 -0.21
C 15.5447 27.6000 26.3426 0.55 1.47 0.56 -0.06
H 9.9253 30.4675 31.8196 0.21 0.23 -0.15 0.09
H 11.4800 29.8148 31.2610 0.30 -0.88 0.20 0.06
H 10.2097 30.1672 30.0666 -0.03 -0.07 0.23 0.09
H 12.1041 32.9505 29.4341 0.17 -0.29 0.18 0.12
H 11.4557 31.4073 28.8714 0.31 0.02 -0.08 0.11
H 13.2774 30.5561 30.8163 -0.06 0.23 0.05 0.11
H 14.0938 31.9354 30.1392 0.55 0.44 0.14 0.11
H 14.8219 30.3865 28.8246 0.28 -0.24 -0.23 0.07
H 12.1992 29.1775 28.8811 -0.25 -0.36 0.08 0.10
H 13.5693 28.6246 29.8194 0.25 -1.01 0.19 0.11
H 13.3212 28.8317 26.6828 -0.02 -0.22 0.94 0.13
H 13.0653 27.3047 27.5668 0.48 0.06 0.12 0.13
H 16.5907 27.3037 26.5355 -0.60 0.14 -0.12 0.07
H 15.5554 28.4608 25.6314 0.02 -0.87 0.26 0.07
H 15.0030 26.7453 25.9173 -0.20 0.18 0.38 0.09
C 19.6216 28.4115 15.3648 -1.00 1.47 0.40 -0.16
O 20.9360 28.2500 15.7807 0.04 -1.73 0.75 -0.19
C 20.9699 26.9300 16.4411 0.18 1.84 0.28 -0.18
C 22.2736 26.8812 17.2179 0.57 -0.89 0.52 -0.20
N 22.4629 27.6511 18.4679 -1.27 1.22 -1.22 -0.03
C 21.4516 27.3862 19.5042 0.19 0.69 -0.52 -0.20
C 21.9054 28.0070 20.7972 0.30 0.13 -0.67 -0.22
O 22.0724 29.4082 20.5896 -0.31 -0.58 -0.63 -0.17
C 22.6099 29.9274 21.7431 0.34 0.31 1.45 -0.15
H 19.5650 29.3246 14.7733 -0.01 0.03 -0.14 0.08
H 18.9597 28.5581 16.2491 0.14 -0.23 -0.49 0.08
H 19.2288 27.5892 14.7768 0.04 -0.38 -0.20 0.08
H 20.9272 26.1797 15.6452 -0.01 -0.16 0.30 0.12
H 20.0646 26.8561 17.1089 0.79 -0.11 -0.60 0.11
H 23.1120 27.1650 16.5880 -0.11 0.24 -0.42 0.11
H 22.4906 25.8336 17.4260 -0.13 -0.28 0.30 0.10
H 22.3052 28.6360 18.1586 0.48 -0.82 0.63 0.12
H 21.4026 26.3276 19.6108 -0.12 -1.01 0.33 0.09
H 20.4445 27.7426 19.2432 0.05 0.03 -0.01 0.11
H 22.8612 27.5546 21.0834 0.15 0.08 -0.03 0.12
H 21.2201 27.8346 21.6169 -0.51 -0.09 0.28 0.11
H 21.9038 29.7404 22.5876 0.39 0.54 -0.20 0.09
H 22.9140 30.9794 21.6615 -0.62 -0.16 -0.21 0.09
H 23.5273 29.3975 21.9965 0.31 -0.20 0.17 0.08
C 13.5655 13.1936 23.7852 0.80 0.45 -0.65 -0.09
O 14.7317 14.0426 23.6516 -1.38 -0.59 0.89 -0.19
C 14.9549 14.7116 24.8820 0.96 0.50 0.43 -0.24
C 16.0832 15.7339 24.6621 -0.88 -0.43 0.68 -0.22
N 15.7364 16.6136 23.5772 -0.48 0.57 0.26 -0.06
C 16.8422 17.2209 22.8953 1.46 -0.97 -0.32 -0.20
C 17.6202 18.2224 23.7416 -1.24 -0.52 0.99 -0.24
O 18.9690 18.1212 23.4888 0.50 -0.50 -1.25 -0.18
C 19.8213 18.9068 24.2545 0.21 1.14 -0.16 -0.11
H 13.4960 12.6293 22.8518 -0.31 0.29 0.09 0.09
H 12.6382 13.7328 24.0519 0.39 0.13 -0.46 0.09
H 13.7267 12.4860 24.5717 0.22 -0.60 0.66 0.07
H 15.2442 14.0553 25.7299 0.07 -0.25 -0.63 0.12
H 14.0434 15.1821 25.2538 -0.27 0.38 -0.34 0.11
H 17.0235 15.1877 24.5691 0.24 -0.17 -0.70 0.12
H 16.2316 16.2816 25.5988 -0.27 0.14 0.03 0.11
H 15.0533 16.2016 22.9606 0.28 -0.16 -0.08 0.10
H 16.5954 17.5377 21.8920 -0.55 0.72 -0.04 0.12
H 17.6015 16.4641 22.6674 0.24 -0.38 0.08 0.11
H 17.4951 17.9250 24.7809 -0.40 -0.07 0.47 0.11
H 17.1667 19.2002 23.6851 0.27 0.85 -0.32 0.12
H 19.6394 19.9820 24.0454 0.26 -0.37 -0.02 0.08
H 20.8366 18.6201 23.9214 -0.42 0.32 0.57 0.10
H 19.6540 18.8200 25.3430 0.19 -0.44 -0.20 0.09
C 19.1422 30.1594 26.0161 0.33 -2.04 -0.12 -0.12
O 17.9036 30.6303 26.4252 -0.72 -0.23 0.50 -0.18
C 18.0061 31.4768 27.5446 0.42 1.97 -0.68 -0.23
C 18.2508 30.7995 28.8747 0.39 0.41 -0.84 -0.21
N 17.1360 29.9221 29.0870 -0.56 -1.12 -0.06 -0.05
C 17.1503 29.2084 30.3425 -0.38 -0.82 1.21 -0.20
C 18.5174 28.6236 30.7032 0.01 -0.67 0.07 -0.23
O 19.3359 29.5879 31.3659 -0.28 -0.76 -0.56 -0.19
C 20.6927 29.2577 31.1839 0.42 1.54 -0.21 -0.11
H 19.2157 30.2747 24.9523 0.21 0.21 -0.69 0.08
H 19.3119 29.0596 26.2070 -0.61 0.89 -0.01 0.08
H 19.9429 30.6535 26.5254 0.69 0.59 0.16 0.08
H 17.0797 32.0527 27.6049 -0.21 -0.31 -0.03 0.12
H 18.7740 32.2576 27.2607 -0.31 -0.67 0.76 0.14
H 18.2631 31.5709 29.6448 0.00 0.02 0.11 0.13
H 19.2631 30.3443 28.8770 -0.35 -0.13 0.07 0.11
H 17.0305 29.2227 28.3326 0.12 0.79 0.34 0.11
H 16.4249 28.3743 30.3243 0.29 0.22 -0.48 0.12
H 16.7483 29.8072 31.1783 0.48 0.27 -0.24 0.12
H 18.9529 28.2865 29.7313 0.09 0.44 0.54 0.09
H 18.4992 27.6883 31.3214 -0.37 0.65 -0.24 0.13
H 21.2627 30.0922 31.5896 0.05 0.24 -0.12 0.09
H 20.9284 29.1762 30.1122 0.07 -0.26 0.31 0.07
H 21.0557 28.4193 31.7470 -0.25 -1.02 0.12 0.08
C 19.4161 24.0435 18.0906 0.97 -1.10 0.36 -0.08
O 19.9156 23.7938 16.7864 -0.12 0.42 0.17 -0.18
C 21.0152 22.9151 16.8533 0.00 -0.43 0.47 -0.24
C 21.5793 22.6292 15.4823 0.35 -1.13 2.14 -0.24
N 20.5792 22.0966 14.6305 -0.87 -0.32 -1.30 -0.06
C 21.0542 21.8056 13.2555 0.25 0.44 0.96 -0.20
C 19.9774 21.1523 12.4005 -0.20 0.33 0.87 -0.23
O 18.9335 22.0782 12.1411 0.23 0.80 -0.16 -0.21
C 17.6157 21.6862 12.4182 0.25 -1.43 0.27 -0.13
H 18.4503 24.5165 18.0429 -0.41 -0.05 -0.25 0.07
H 20.1016 24.7040 18.6461 -0.05 -0.05 -0.06 0.08
H 19.3905 23.0637 18.6349 -0.38 0.87 -0.21 0.09
H 20.7184 21.9707 17.3216 -0.47 -0.21 -0.22 0.11
H 21.7926 23.2352 17.5584 0.14 0.62 -0.28 0.12
H 22.3174 21.8574 15.7597 0.04 -0.08 -0.56 0.12
H 22.1676 23.4545 15.1642 0.32 1.20 -0.92 0.10
H 19.7247 22.6665 14.6662 0.64 -0.21 -0.31 0.12
H 21.8442 21.0272 13.3840 -0.19 0.71 -0.27 0.13
H 21.4784 22.7512 12.8079 -0.25 -0.99 -0.03 0.13
H 19.5720 20.3416 13.0477 0.32 0.00 -0.80 0.13
H 20.4432 20.8346 11.4461 -0.47 -0.23 0.45 0.12
H 17.3797 20.7654 11.8472 -0.27 0.50 -0.03 0.09
H 16.9411 22.5014 12.1998 -0.03 0.14 -0.34 0.08
H 17.4595 21.4088 13.4715 0.23 0.16 0.04 0.09
C 15.8748 23.7658 23.3569 -0.65 -0.64 -0.25 -0.08
O 14.6734 23.2252 23.8756 -0.42 0.01 0.01 -0.19
C 14.5680 21.8357 23.6924 -1.70 -0.18 0.13 -0.22
C 13.2266 21.3250 24.3080 0.25 0.00 -1.12 -0.18
N 13.1410 19.8544 24.2282 1.33 1.10 -0.68 -0.04
C 12.9977 19.2513 22.9177 -0.26 1.59 -0.75 -0.24
C 12.1402 18.0590 22.9660 -0.74 -1.31 -0.58 -0.26
O 10.7838 18.4151 23.1197 -0.68 0.22 1.06 -0.20
C 9.8305 17.3503 23.2646 0.51 0.97 0.04 -0.09
H 15.7263 24.8362 23.3766 0.28 0.32 -0.09 0.09
H 16.0387 23.4030 22.3314 0.03 0.27 0.11 0.10
H 16.7164 23.4438 23.9576 0.34 0.03 0.20 0.07
H 15.3261 21.3278 24.2532 0.91 -0.49 0.00 0.10
H 14.5923 21.5734 22.6100 0.22 0.08 0.51 0.13
H 12.3441 21.8203 23.8419 0.50 -0.13 -0.09 0.12
H 13.1761 21.5682 25.3581 0.24 0.23 0.39 0.11
H 12.3559 19.6225 24.7510 -1.60 -0.68 1.12 0.07
H 13.9358 18.9213 22.5430 1.17 -0.30 -0.18 0.09
H 12.6281 19.9445 22.1240 -0.11 -0.09 0.57 0.14
H 12.5518 17.4179 23.7567 -0.47 -0.20 0.23 0.12
H 12.1881 17.5061 22.0251 0.47 -0.17 -0.17 0.13
H 10.2416 16.5514 23.9215 -0.49 0.35 -0.43 0.09
H 9.5736 17.0075 22.2617 0.09 -0.58 0.01 0.08
H 8.9016 17.8123 23.6675 0.75 -0.43 0.05 0.09
C 12.6096 33.9866 25.7029 -0.09 -2.16 1.88 -0.12
O 13.7213 33.2207 25.2611 -0.38 -0.09 0.20 -0.20
C 13.4193 31.8115 25.4825 0.44 0.96 0.92 -0.22
C 14.4551 31.0387 24.7527 1.57 -0.52 -0.72 -0.22
N 14.3923 31.2418 23.3084 -0.13 -1.80 0.40 -0.04
C 15.2625 30.3816 22.4935 -0.37 0.30 -0.49 -0.18
C 16.7316 30.6915 22.5607 -0.01 -0.09 1.02 -0.29
O 16.9581 31.8711 21.8778 0.86 1.21 -0.33 -0.18
C 18.3249 32.2139 22.0513 -0.24 -0.17 -0.49 -0.10
H 11.7616 33.6286 25.1261 -0.54 0.51 -0.10 0.08
H 12.7267 35.0545 25.6938 0.47 0.32 -0.45 0.07
H 12.4198 33.6670 26.7917 -0.03 0.66 -1.20 0.09
H 12.3935 31.6065 25.1329 0.29 -0.06 -0.08 0.12
H 13.4970 31.5623 26.5780 -0.23 0.34 -0.82 0.11
H 14.3270 29.9607 24.9463 -0.25 0.29 -0.10 0.10
H 15.4940 31.2408 25.1586 -1.00 0.14 -0.06 0.13
H 14.2899 32.1846 22.9998 0.38 0.45 0.00 0.10
H 14.9540 30.6039 21.4446 0.15 -0.79 0.51 0.13
H 15.1994 29.3030 22.7701 -0.68 0.68 -0.23 0.12
H 17.4342 29.9253 22.1987 -0.54 -0.38 -0.17 0.11
H 17.0155 30.8559 23.5993 0.05 -0.21 0.53 0.10
H 18.5709 32.7181 23.0084 -0.38 -0.09 -0.44 0.10
H 18.5969 32.7809 21.1711 0.25 0.56 0.11 0.08
H 18.8868 31.2835 21.9973 0.48 -0.09 0.11 0.07
C 20.8397 26.0993 28.9836 -0.01 0.09 0.57 -0.08
O 21.8567 27.0794 28.7337 -0.94 -0.96 0.83 -0.19
C 21.4698 27.9368 27.7118 1.64 0.60 -0.95 -0.27
C 21.4365 27.2955 26.3460 0.11 0.22 -1.34 -0.21
N 22.7618 26.8003 25.9603 -0.37 1.04 1.87 -0.05
C 22.7313 26.1273 24.7125 -0.34 -0.70 0.36 -0.24
C 24.0697 25.5556 24.4244 0.23 -0.44 0.74 -0.21
O 24.3739 24.5209 25.3849 0.36 0.26 -0.25 -0.20
C 25.7360 24.1155 25.2798 -0.01 -0.32 1.17 -0.11
H 20.7226 25.4389 28.1157 0.03 -0.09 0.32 0.08
H 19.8361 26.5446 29.2064 0.80 -0.09 -0.30 0.08
H 21.1555 25.5573 29.8918 -0.10 0.02 -0.58 0.10
H 22.3052 28.6814 27.6810 -0.88 -0.18 -0.05 0.15
H 20.5183 28.4095 27.8819 -0.55 0.34 0.45 0.08
H 21.1321 28.1218 25.6346 0.33 -0.82 0.48 0.13
H 20.6822 26.4870 26.2138 0.19 0.52 0.42 0.10
H 23.1320 26.2373 26.7410 -0.21 0.12 -0.80 0.13
H 22.4470 26.8473 23.9481 0.01 -0.02 -0.32 0.12
H 21.9934 25.3171 24.7184 -0.20 -0.11 -0.24 0.11
H 24.7785 26.3856 24.4576 0.44 -0.20 0.04 0.13
H 24.0429 25.0853 23.4765 0.25 -0.32 -1.36 0.11
H 26.3617 24.9706 25.5770 0.17 -0.28 -0.20 0.08
H 26.0125 23.7563 24.2930 -0.12 0.17 -0.42 0.08
H 25.9541 23.2543 25.9747 -0.57 0.97 -0.49 0.10
```
Positions in Å, forces in eV/Å.

Properties
Net charge: -1
Largest force on an atom (eV Å⁻¹): 3.31


(2)
DFT (ωB97M-V with the def2-TZVPD basis set) results for the molecule C18H19N3O5 at a distorted geometry.

The geometry in XYZ format:
```
45
Properties=species:S:1:pos:R:3:forces:R:3:lowdin_charge:R:1
C 1.9893 -1.8476 -5.6201 -0.25 0.13 0.29 -0.06
C 0.9139 -1.9806 -4.5515 0.35 -0.35 -0.10 -0.21
O 0.4391 -0.7023 -4.1208 -0.28 0.13 -0.24 0.00
C 1.1661 -0.0710 -3.2070 0.17 0.36 0.03 -0.51
O 2.2155 -0.4525 -2.7648 0.06 -0.01 -0.05 0.12
C 0.5188 1.2647 -2.8338 -0.09 -0.34 -0.19 -0.01
N 0.6057 1.4427 -1.4017 -0.11 -0.43 0.14 -0.04
N 1.0888 2.6062 -0.9747 0.38 0.91 -0.04 0.10
C 1.2136 2.8221 0.2955 -0.09 -0.16 -0.19 -0.06
C 0.8509 1.8428 1.2454 -0.38 -0.94 -0.39 -0.06
C 0.8460 1.7426 2.6707 -0.14 -0.32 0.09 -0.10
C 1.2130 2.6079 3.6978 -0.04 -0.10 0.07 -0.02
C 1.0708 2.1799 4.9989 0.09 0.23 0.03 -0.09
C 0.5719 0.9081 5.2900 -0.06 -0.14 -0.05 -0.08
C 0.2035 0.0308 4.2923 -0.06 -0.13 0.10 -0.01
C 0.3395 0.4517 2.9745 0.23 0.52 0.20 -0.14
N 0.0671 -0.2095 1.8035 0.02 0.01 -0.24 0.03
C -0.5384 -1.4951 1.6205 -0.27 -0.34 -0.34 0.00
C -1.7987 -1.3533 0.7568 0.08 0.10 0.43 -0.50
O -2.4294 -0.3354 0.6637 -0.10 -0.03 0.00 0.13
O -2.1023 -2.5117 0.1924 0.19 -0.33 0.15 0.00
C -3.2204 -2.5210 -0.6999 -0.47 0.14 -0.21 -0.21
C -4.5394 -2.6303 0.0510 0.40 0.06 -0.03 -0.06
C 0.3586 0.6258 0.7680 0.43 0.88 0.20 -0.05
C 0.2171 0.3627 -0.6344 0.03 0.18 0.03 -0.32
O -0.1919 -0.6653 -1.1670 -0.08 -0.13 0.07 0.08
H 1.6147 -1.2701 -6.4620 -0.02 0.01 -0.11 0.08
H 2.2806 -2.8345 -5.9679 0.05 -0.11 -0.07 0.08
H 2.8621 -1.3478 -5.2077 0.07 0.00 0.00 0.07
H 1.3036 -2.5183 -3.6818 -0.13 0.04 -0.11 0.13
H 0.0308 -2.4913 -4.9402 0.09 0.06 0.09 0.12
H 1.0579 2.0885 -3.3038 -0.07 -0.12 0.08 0.14
H -0.5247 1.2528 -3.1605 0.13 0.05 0.05 0.14
H 1.6076 3.7866 0.5728 0.05 0.11 0.00 0.12
H 1.5992 3.5899 3.4715 0.04 0.11 0.02 0.11
H 1.3478 2.8332 5.8124 0.03 0.06 0.06 0.10
H 0.4738 0.6063 6.3221 -0.01 -0.04 0.07 0.10
H -0.1781 -0.9493 4.5358 -0.03 -0.08 0.03 0.10
H 0.1446 -2.1839 1.1141 -0.11 0.06 0.16 0.15
H -0.8205 -1.9128 2.5893 0.04 0.04 -0.10 0.14
H -3.1925 -1.6053 -1.2979 0.05 -0.16 0.03 0.13
H -3.0566 -3.3883 -1.3419 0.02 0.13 0.06 0.12
H -5.3576 -2.6977 -0.6603 -0.12 -0.02 -0.07 0.08
H -4.6869 -1.7518 0.6741 -0.05 0.04 0.02 0.07
H -4.5428 -3.5170 0.6806 -0.05 -0.09 0.03 0.08
```
Positions in Å, forces in eV/Å.

Properties
SMILES: CCOC(=O)Cn1ncc2c3ccccc3n(CC(=O)OCC)c2c1=O
Largest force on an atom (eV Å⁻¹): 1.09
Energy relative to the best compared isomer or geometry (same formula, charge and spin) (eV): 0.846


| no. | frontier orbital gap (eV) | HOMO energy (eV) |
| --- | --- | --- |
| 1 | 8.28 | -6.43 |
| 2 | 8.54 | -8.15 |